# C36H37Br2F4N4OS2SiTi

A molecular structure, C36H37Br2F4N4OS2SiTi (wB97M-V/def2-TZVPD, OMol25).

Summary:
- charge = -1
- HOMO level (eV) = -4.39
- DFT total energy (a.u.) = -9171.37056
- largest force on an atom (eV Å⁻¹) = 0.5
- spin multiplicity = 1

Element x y z (Å)
Ti -0.287 -0.156 0.033
C 2.808 3.124 -1.594
C 2.923 1.635 -1.859
N 2.699 0.779 -0.698
C 3.523 1.091 0.460
C 5.033 0.923 0.285
C 2.772 -0.603 -1.135
C 2.499 -1.629 -0.059
N 1.190 -1.524 0.600
C 0.955 -2.504 1.527
C -0.295 -2.513 2.159
F -1.133 -1.514 1.790
C -0.703 -3.406 3.111
F -1.933 -3.283 3.633
C 0.138 -4.417 3.535
C 1.380 -4.451 2.942
F 2.253 -5.410 3.306
C 1.796 -3.545 1.979
F 3.055 -3.727 1.519
H 2.925 3.663 -2.536
H 1.825 3.363 -1.195
H 3.576 3.490 -0.908
H 2.171 1.357 -2.600
H 3.905 1.415 -2.318
H 3.307 2.119 0.755
H 3.178 0.474 1.291
H 5.419 1.562 -0.511
H 5.546 1.194 1.210
H 5.303 -0.108 0.047
H 2.051 -0.723 -1.944
H 3.765 -0.850 -1.557
H 2.603 -2.608 -0.540
H 3.293 -1.578 0.692
H -0.161 -5.139 4.279
Br -0.719 3.807 -2.960
C -0.819 1.978 -3.434
C -1.200 1.615 -4.727
C -1.296 0.272 -5.037
Br -1.837 -0.185 -6.810
C -1.022 -0.737 -4.114
C -1.120 -2.173 -4.325
C -0.824 -3.020 -3.340
C -0.395 -2.575 -1.974
N -0.304 -1.158 -1.803
C -0.630 -0.338 -2.834
C -0.542 1.019 -2.482
O -0.167 1.244 -1.224
H -1.423 2.374 -5.461
H -1.440 -2.543 -5.290
H -0.901 -4.091 -3.487
H 0.561 -3.051 -1.705
S -2.693 -0.029 -0.274
C -3.560 -1.435 -0.873
C -4.913 -1.173 -1.166
C -5.753 -2.127 -1.697
C -5.276 -3.406 -1.972
C -3.957 -3.689 -1.685
C -3.094 -2.733 -1.137
S -1.487 -3.319 -0.679
H -5.288 -0.178 -0.963
H -6.786 -1.871 -1.903
H -5.920 -4.163 -2.399
H -3.555 -4.676 -1.876
C -1.659 0.649 4.047
Si -0.033 1.065 3.210
C 1.284 -0.179 3.723
C 0.527 2.704 3.941
N -0.230 1.204 1.467
C -0.625 2.539 1.146
C 0.341 3.515 0.901
C -0.019 4.822 0.622
C -1.360 5.187 0.587
C -2.327 4.224 0.831
C -1.966 2.913 1.112
H -1.518 0.582 5.130
H -2.080 -0.293 3.695
H -2.393 1.435 3.852
H 0.878 -1.139 4.043
H 1.830 0.247 4.569
H 2.001 -0.368 2.923
H 0.625 2.585 5.024
H -0.180 3.512 3.746
H 1.499 3.010 3.547
H 1.381 3.223 0.936
H 0.751 5.559 0.426
H -1.645 6.207 0.362
H -3.377 4.490 0.799
H -2.725 2.164 1.297